Density functional theory data (wB97M-V/def2-TZVPD) for a 2-piece molecular cluster, C6H13NO2 overall.

XYZ file:
```
22
C6H13NO2 | the Open Molecules 2025 dataset | wB97M-V/def2-TZVPD
C 0.64339 -0.66271 -0.48749
C 1.84959 1.18355 1.42433
C -0.05471 2.19905 0.06128
C -1.78011 -0.89023 -0.43368
C -0.40644 -2.43172 -1.74707
C 0.41930 1.11345 0.98780
N -0.45647 -1.29869 -0.83662
O 1.79944 -0.86042 -0.77596
O -0.52750 0.77170 1.94225
H 2.15639 2.21093 1.62762
H 2.48851 0.78796 0.63145
H 2.02010 0.58279 2.31799
H 0.64570 2.30825 -0.76297
H -1.03947 1.96974 -0.33435
H -0.12011 3.15484 0.59087
H -1.71628 -0.18285 0.38618
H -2.31253 -0.43056 -1.27296
H -2.34840 -1.76378 -0.10501
H 0.63522 -2.64482 -1.97911
H -0.86467 -3.30567 -1.27529
H -0.94590 -2.20337 -2.66913
H -0.08503 0.39259 2.70989
```

Values from the calculation:
highest occupied orbital energy: -7.241 eV
DFT total energy: -441.58178 Eh
charge: 0
spin multiplicity: 1